Entry 1:
C18H26B2CaF8O15 | wB97M-V/def2-TZVPD

Cartesian coordinates (Å):
C (2.56488, -1.67904, -4.05351)
C (-2.34095, 3.98546, 0.04887)
O (-2.22062, -0.20880, 2.11459)
H (-4.78354, 0.30848, 4.20081)
H (-3.70331, -4.22727, -0.57651)
F (0.97163, -3.31052, -0.63523)
F (1.79864, -2.75895, 1.38597)
H (-2.05048, 3.35702, 0.89078)
H (-2.49165, 4.98951, 0.44544)
C (2.63419, 1.73432, 3.94292)
F (2.86820, 0.12885, -1.34750)
H (-4.55636, -3.26793, -3.19986)
F (4.07105, 1.56300, -2.60750)
H (3.13837, -2.37735, -6.96253)
H (-0.68127, 2.62711, 4.85813)
C (-1.42416, 3.95581, -1.15297)
C (-0.11899, 2.10535, -1.30144)
O (1.49392, 0.25848, 1.05691)
O (-2.93268, -2.14742, -2.61266)
C (1.62265, 0.91555, 2.07451)
H (1.40515, 3.44144, 3.41564)
O (-1.99509, -3.75394, -1.65093)
F (5.06169, 0.33742, -1.09649)
F (3.84321, 2.06491, -0.54707)
F (2.43806, -4.69183, 0.36090)
B (2.08606, -3.34860, 0.14748)
C (-1.78039, -2.54433, -2.21574)
O (-1.25298, 2.59573, -1.67709)
H (-3.60831, -5.07790, -2.17885)
C (3.52076, -2.29900, -5.94482)
H (-1.97279, 4.59785, -1.84209)
O (3.51974, -0.74235, -4.27195)
H (3.39886, 2.50434, 4.04509)
H (-1.97447, -0.16831, 4.11278)
O (-0.01883, 0.89157, -1.32530)
H (4.33800, -2.99389, -5.75162)
C (0.36101, 2.35539, 5.02523)
B (3.90661, 0.98709, -1.39032)
O (1.98973, -1.75769, -2.97387)
H (-4.06162, -2.19191, 3.11793)
C (-2.76967, -0.38945, 3.40084)
Ca (1.08336, -1.15439, -0.83015)
H (0.36068, 5.21804, -1.34034)
H (-0.00599, 4.59030, 0.24114)
O (-2.10096, -2.38959, 2.45759)
H (0.31316, 1.28471, 5.22386)
F (3.03531, -2.57668, -0.50260)
O (-0.68570, -1.95900, -2.18749)
C (1.28644, 2.41651, 3.76711)
H (0.78737, 2.83566, 5.90595)
C (-3.03828, -1.91313, 3.36927)
H (-3.87511, 1.46981, 3.18312)
H (3.52406, -0.10845, -6.17964)
H (-4.70950, 0.17405, 2.49803)
C (-3.29609, -4.21711, -1.58754)
O (2.73396, 0.94251, 2.74925)
C (3.94747, -0.89707, -5.55763)
O (0.72907, 1.62580, 2.71599)
C (-4.09375, 0.41737, 3.36390)
O (2.58052, -2.54385, -5.01278)
C (0.03276, 4.32138, -0.81445)
H (2.51807, 1.18870, 4.87936)
O (0.71564, 3.05130, -0.97476)
O (-0.78048, -1.32323, 0.81314)
H (5.02710, -0.80315, -5.44070)
C (-3.98274, -3.07277, -2.29378)
H (-4.60086, -2.48225, -1.61753)
H (-3.36815, 3.75610, -0.23459)
C (-1.61576, -1.31744, 1.71452)
H (-2.81581, -2.30235, 4.36280)

**E_HOMO**: -9.5 eV
**LUMO energy**: -0.043 eV

***

Entry 2:
C4H7NO | wB97M-V/def2-TZVPD

Cartesian coordinates (Å):
H (-0.66247, -0.38213, 1.49951)
H (0.89482, -1.77401, 0.76288)
O (0.57282, 1.77511, 1.11388)
C (-1.72384, -0.07203, -0.38280)
C (-0.48900, -0.42098, 0.41680)
H (2.77073, 0.97549, -0.33371)
H (1.65231, -0.16046, -1.29190)
H (-1.49030, 0.13220, -1.42968)
N (0.39094, -1.34930, -0.01461)
C (0.74262, 0.87561, 0.34320)
C (1.84597, 0.39388, -0.38705)
H (-2.45876, -0.88416, -0.33651)
H (-2.17841, 0.81941, 0.06274)

**E_HOMO (spin up / spin down)**: -8.6 / -9.0 eV
**LUMO energy (spin up / spin down)**: -1.387 / -1.024 eV

***

Entry 3:
C37H50IrN13OP2S | wB97M-V/def2-TZVPD

Cartesian coordinates (Å):
H (-2.29109, 1.04468, -5.36092)
P (1.35550, 1.86446, 2.53469)
H (3.73738, 1.30092, 1.11215)
H (2.53622, 4.56451, 3.26644)
C (-2.61421, -0.54890, 1.12011)
H (-0.11526, 1.63939, 4.93327)
C (3.85560, -1.37136, 0.15555)
H (1.44477, 1.08192, -6.12541)
H (2.16978, -3.19594, -5.00733)
C (1.11904, -0.54331, 3.86219)
H (-3.92947, 1.89993, 1.78030)
C (4.86555, 3.17255, 1.32729)
C (2.58999, -1.04898, -1.59371)
C (2.59009, -1.05516, 0.56074)
H (0.76331, 3.72253, -4.14720)
H (4.72706, -1.59248, 0.73595)
H (0.21170, 4.93054, 2.65418)
C (2.74011, 0.98130, 4.72775)
C (3.27057, 3.82759, 2.94566)
N (0.39661, -3.10651, -3.93841)
N (-2.01810, 0.43410, -0.86448)
H (2.30710, 2.58494, -5.75595)
H (3.72088, 3.37481, 3.83404)
N (0.62967, 1.16009, -2.13744)
H (3.23350, -0.92965, 5.62304)
H (3.01482, 1.03517, -5.28460)
C (-7.41347, 1.06654, 0.34372)
H (3.78919, 1.01593, 4.42257)
H (-4.95145, 3.26554, -2.86403)
C (-0.71139, -3.70617, -3.43688)
H (-7.12124, -0.88943, 1.17176)
H (0.13291, -0.49229, 3.40013)
H (2.20033, -0.94362, 1.54911)
C (-6.88307, 2.34271, 0.19022)
C (0.63879, -2.01425, -3.17805)
C (-0.29747, 3.96258, 2.62485)
C (-4.89273, 1.66429, 1.35740)
N (-4.71535, -0.63562, 2.12383)
H (-0.22134, 3.05157, -1.68961)
H (2.46680, 1.95171, 5.14902)
C (-1.79289, 2.77684, 4.09584)
C (0.32061, 2.45170, -2.39275)
C (-5.63896, 2.64113, 0.72557)
H (-7.44577, 3.09906, -0.33380)
C (0.81112, 2.79071, -3.62324)
C (1.15137, -3.57659, -5.06515)
C (2.49650, -0.13706, 5.74618)
H (3.15979, 2.61434, 0.07646)
H (-8.38148, 0.82850, -0.06832)
C (-3.58483, 1.98153, -1.86841)
N (3.84330, -1.37116, -1.20159)
H (0.32749, -0.06059, 5.83584)
H (5.40830, 3.40846, 0.41519)
C (-6.70839, 0.09813, 1.02400)
C (1.11122, -0.66845, 5.38285)
C (-2.64004, 1.33872, -4.38213)
C (-0.35198, 2.63546, 4.57512)
H (-0.33079, 3.63163, 1.58376)
S (-1.05167, -1.37985, 1.16917)
H (0.69563, -3.24495, -5.99929)
H (4.80552, -2.69285, -2.50836)
C (1.29755, 0.70581, -3.19647)
H (1.64494, -1.41147, 3.44460)
H (-2.50323, 2.86617, 4.91415)
C (4.94674, -1.70771, -2.05952)
H (1.17673, -4.66470, -5.05901)
H (-1.11570, -4.59557, -3.87369)
H (5.86117, -1.72535, -1.47110)
C (3.58115, 2.38213, 1.06172)
C (2.08057, 1.58559, -5.39393)
N (1.42366, 1.68658, -4.11916)
H (-1.76809, 4.92036, 3.89659)
P (2.10376, -0.93569, -3.35833)
H (0.95719, -1.69853, 5.69216)
H (5.04290, -0.97155, -2.85753)
C (-5.41696, 0.37391, 1.49661)
C (-3.66632, 2.26465, -4.25285)
N (-3.43708, -0.97197, 2.05635)
H (-2.06010, 1.91754, 3.47560)
C (-2.53785, 1.05763, -1.98263)
C (-1.11573, -2.95741, -2.36380)
H (-2.47857, 4.11664, 2.49440)
H (-5.25009, 3.64466, 0.64029)
H (-1.94153, -3.11210, -1.69957)
O (0.69517, 1.28966, 1.33535)
N (0.44807, 2.98519, 3.41416)
Ir (-0.12318, -0.13670, -0.60024)
C (-1.69904, 4.04547, 3.25007)
C (-2.08285, 0.74255, -3.27086)
N (1.81555, -0.85279, -0.52678)
H (3.95046, 5.13443, 1.36648)
H (5.52219, 2.60421, 1.98544)
H (-4.10025, 2.72220, -5.12842)
C (4.36739, 4.41178, 2.06556)
H (-0.14963, 3.36221, 5.37211)
N (1.89157, 0.66593, 3.57672)
N (-0.27411, -1.91209, -2.22051)
N (-2.85004, 0.31225, 0.15813)
N (2.64941, 2.81639, 2.09877)
C (-4.13717, 2.56945, -2.98484)
H (5.14746, 4.89435, 2.64956)
H (-5.26752, -1.35342, 2.58440)
H (-3.94781, 2.22608, -0.88707)
H (-1.32073, -0.00996, -3.38491)
H (2.55202, 0.23060, 6.76775)

**Spin multiplicity**: 5
**Total charge**: +2
**E_HOMO (spin up / spin down)**: -11.7 / -12.9 eV
**LUMO energy (spin up / spin down)**: -4.663 / -7.264 eV

***

Calculated total energy readings, ordered: -3356.92672; -286.45779; -3411.76897 Ha
Max |F| readings, ordered: 0.096; 0.013; 0.037 Eh/bohr